122
Properties=species:S:1:pos:R:3:forces:R:3 method="wB97M-V/def2-TZVPD" multiplicity=1 charge=0 e_tot_ev=-192167.6613 e_homo_ev=-9.86 gap_ev=7.4656 lumo_energy_ev=-2.392 max_force_ev_per_a=9.70
C -5.9921 -2.9860 -5.5246 -0.2 0.1 -0.4
C -6.8750 -3.3070 -4.1805 1.0 -1.1 -0.8
C -5.9599 -4.3668 -3.2663 -1.3 0.9 -0.1
C -6.8751 -4.7065 -1.9409 1.2 -0.4 0.9
C -6.2799 -6.0039 -1.0814 -0.2 0.2 0.0
C -4.6779 -5.8759 -0.7499 0.4 0.1 0.3
C -4.1989 -4.3889 -0.2384 -0.1 -0.9 0.9
C -4.7517 -4.1848 1.2921 -0.1 1.5 -0.6
C -5.3041 -2.6223 1.3834 0.7 -0.3 1.3
C -4.9873 -2.1298 2.9330 -0.6 0.5 -0.5
C -3.3543 -1.8490 3.1618 -1.8 0.8 0.7
C -3.1951 -0.1958 3.0640 -0.5 -0.5 0.8
C -1.6535 0.3249 2.9405 -1.8 1.0 1.0
Br -0.6308 -0.6626 4.4074 -0.4 0.6 -1.0
C -1.6112 1.9082 3.4002 1.2 -0.1 0.5
C -1.5816 2.9833 2.1645 0.9 1.4 0.2
C -2.8606 4.0621 2.1903 -0.4 -3.0 2.0
F -4.0539 3.1911 2.5190 3.0 2.8 -1.0
F -2.7573 5.0116 3.3221 -0.4 -2.5 -3.8
C -3.1996 4.7202 0.7370 -4.7 -2.4 -0.9
F -4.6668 5.0816 0.7725 4.8 -1.1 0.0
F -3.0868 3.7502 -0.4156 -0.5 3.0 4.6
S -2.2827 6.2681 0.2740 0.7 3.7 -3.6
F -3.6099 6.6600 -0.7910 2.9 -0.6 2.1
F -1.5989 5.4029 -1.0716 -0.6 2.2 2.9
F -0.9145 5.9328 1.2391 -3.0 0.5 -1.7
F -3.0456 7.2493 1.4511 1.9 -2.5 -2.0
F -1.4705 7.6747 -0.2880 -1.6 -3.0 1.3
O -0.9468 0.0132 1.7042 -2.8 -0.1 -1.2
C -1.8133 -0.2890 0.5693 -4.2 1.4 -3.5
O -2.7004 0.5088 -0.0261 5.8 -4.2 4.5
C -1.6217 -1.7984 -0.1257 2.0 0.8 -0.4
C -0.2268 -1.6633 -1.0389 0.3 0.4 -0.4
C -0.3004 -0.4165 -2.1267 1.4 0.6 0.5
Cl -1.7901 -0.4968 -3.2466 1.3 -0.1 1.0
H -5.6399 -3.9993 -6.0278 -0.9 2.1 1.0
H -6.6345 -2.3814 -6.3147 1.4 -1.2 1.6
H -5.0123 -2.3746 -5.3028 -2.0 -1.1 -0.2
H -7.8703 -3.8718 -4.5191 2.1 1.4 0.8
H -7.1398 -2.3243 -3.5867 0.6 -2.1 -1.1
H -4.9644 -3.7978 -3.0296 -1.9 -1.2 -0.2
H -5.6740 -5.3340 -3.8843 -0.8 2.0 1.2
H -6.8030 -3.7808 -1.1935 -0.4 -1.9 -1.7
H -8.0038 -4.9081 -2.2321 2.4 0.5 0.5
H -6.8633 -6.1111 -0.0513 1.1 0.3 -2.2
H -6.4737 -7.0008 -1.6769 0.4 2.0 1.1
H -4.4670 -6.6206 0.1562 -0.2 1.5 -2.1
H -3.9977 -6.1800 -1.6563 -1.5 0.4 1.6
H -4.5601 -3.4974 -0.9079 0.6 -1.9 1.2
H -3.0196 -4.3370 -0.1821 -2.4 -0.2 -0.3
H -5.6576 -4.8654 1.5865 1.8 1.1 -0.8
H -3.8790 -4.3676 2.0717 -1.9 0.4 -1.6
H -6.4487 -2.5840 1.1103 2.3 0.0 0.7
H -4.7337 -1.8886 0.6476 -1.1 -1.6 1.5
H -5.4192 -2.9074 3.7185 1.1 1.5 -1.8
H -5.5891 -1.1218 3.1296 1.4 -2.0 -0.3
H -3.1598 -2.1556 4.2952 0.1 0.6 -2.7
H -2.6810 -2.4311 2.4029 -1.3 1.1 1.6
H -3.5981 0.2026 4.1155 1.1 -0.8 -2.3
H -3.9438 0.2842 2.2676 2.0 -1.1 1.4
H -0.5947 2.0311 4.0147 -2.3 -0.1 -1.5
H -2.4688 2.0793 4.1883 1.6 -0.3 -1.9
H -1.4431 2.4998 1.0937 -0.8 0.9 2.3
H -0.5999 3.6430 2.3287 -2.3 -1.3 -0.4
H -1.3944 -2.6375 0.6572 -0.7 1.7 -1.4
H -2.4853 -2.0688 -0.8718 1.5 0.9 1.9
H 0.7005 -1.4525 -0.3362 -1.9 -0.3 -1.4
H 0.0299 -2.6660 -1.6143 -0.9 2.1 1.2
H 0.6619 -0.3825 -2.8323 -2.2 -0.4 1.6
H -0.3238 0.6486 -1.5975 -0.2 -2.5 -1.0
O 4.4271 -0.3261 4.9855 -4.1 -0.2 2.4
P 4.3081 0.9126 5.9069 8.6 3.1 -2.9
O 4.6110 1.9814 4.6832 -0.9 0.1 -0.3
C 3.6104 2.1605 3.6946 -0.1 0.2 -0.4
C 2.3323 2.7295 4.2803 0.0 0.2 0.1
O 5.8530 0.7239 6.4899 -1.0 -0.1 0.9
C 6.2559 -0.5666 6.9246 0.4 -0.5 -0.3
C 7.2310 -1.1600 5.9200 0.2 0.0 -0.1
O 4.1751 2.2966 6.9363 -3.3 -2.5 0.3
C 5.2352 3.2077 7.2121 0.7 0.7 0.5
C 5.3986 4.2917 6.1621 0.2 -0.2 -0.5
H 3.4161 1.2126 3.1837 0.0 0.0 0.0
H 4.0113 2.8572 2.9515 0.1 -0.1 0.2
H 1.8759 2.0255 4.9827 -0.1 -0.1 0.0
H 1.6079 2.9430 3.4895 0.0 -0.1 0.0
H 2.5310 3.6521 4.8334 0.0 -0.1 -0.1
H 5.3899 -1.2224 7.0716 0.2 0.1 -0.1
H 6.7478 -0.4598 7.8960 -0.1 0.1 0.0
H 6.8436 -1.1109 4.9001 -0.2 -0.1 0.2
H 7.4540 -2.2037 6.1601 0.0 0.1 0.0
H 8.1689 -0.5930 5.9234 -0.1 -0.1 0.1
H 6.1869 2.7085 7.4080 -0.3 -0.1 -0.2
H 4.9612 3.6954 8.1547 -0.3 -0.2 -0.1
H 5.9066 3.9095 5.2733 -0.1 0.1 0.1
H 6.0103 5.1101 6.5529 -0.1 -0.1 0.2
H 4.4313 4.6931 5.8490 0.1 0.0 0.1
O 4.1604 -1.2137 -6.5157 -4.1 -0.2 2.4
P 4.0414 0.0250 -5.5943 8.6 3.2 -3.0
O 4.3443 1.0938 -6.8180 -0.9 0.0 -0.2
C 3.3437 1.2729 -7.8066 -0.1 0.2 -0.4
C 2.0656 1.8419 -7.2209 0.0 0.2 0.0
O 5.5863 -0.1637 -5.0113 -1.0 -0.2 0.9
C 5.9892 -1.4542 -4.5766 0.4 -0.5 -0.3
C 6.9643 -2.0476 -5.5812 0.2 0.0 -0.1
O 3.9084 1.4090 -4.5649 -3.3 -2.6 0.3
C 4.9685 2.3201 -4.2891 0.7 0.7 0.5
C 5.1319 3.4041 -5.3391 0.1 -0.2 -0.5
H 3.1494 0.3250 -8.3175 0.0 0.0 0.0
H 3.7446 1.9696 -8.5497 0.1 -0.1 0.2
H 1.6092 1.1379 -6.5185 -0.1 -0.1 0.0
H 1.3412 2.0554 -8.0117 0.0 -0.1 0.1
H 2.2643 2.7645 -6.6678 0.0 -0.1 -0.1
H 5.1232 -2.1100 -4.4296 0.2 0.1 -0.1
H 6.4811 -1.3474 -3.6052 -0.1 0.1 0.0
H 6.5769 -1.9985 -6.6011 -0.2 -0.1 0.2
H 7.1873 -3.0913 -5.3411 0.0 0.1 0.0
H 7.9022 -1.4806 -5.5778 -0.1 -0.1 0.1
H 5.9202 1.8209 -4.0932 -0.3 -0.1 -0.2
H 4.6945 2.8078 -3.3465 -0.3 -0.2 -0.1
H 5.6399 3.0219 -6.2279 -0.1 0.1 0.1
H 5.7436 4.2225 -4.9483 -0.1 -0.1 0.2
H 4.1646 3.8055 -5.6522 0.1 0.0 0.1


116
Properties=species:S:1:pos:R:3:forces:R:3 method="wB97M-V/def2-TZVPD" multiplicity=1 charge=+1 e_tot_ev=-96253.1235 e_homo_ev=-10.86 gap_ev=6.9274 lumo_energy_ev=-3.929 max_force_ev_per_a=1.96
C 1.7811 -0.0633 3.1888 0.2 0.7 -0.6
C 3.2215 0.4604 3.3921 -0.4 -0.8 1.2
O 3.8737 -0.4391 4.3092 0.4 0.1 -0.3
C 3.2822 1.8614 4.0390 -0.2 0.2 -0.7
N 2.4478 2.8916 3.3857 0.6 -0.6 -0.2
C 2.7648 2.9543 1.9384 -0.6 0.7 0.7
C 2.5524 4.4208 1.5041 0.4 -0.4 0.4
O 2.3551 4.6173 0.1000 -0.5 0.1 0.5
C 1.1838 4.1046 -0.3868 0.3 -0.3 -1.7
C 1.1417 4.3492 -1.9001 -0.7 1.0 0.0
C -0.1614 3.7996 -2.5151 0.3 -0.3 -0.2
S -0.3770 4.3972 -4.2134 0.3 0.2 -0.1
N -1.3650 4.1077 -1.6993 -0.4 -1.8 -0.5
O -1.9731 5.3324 -2.0371 0.2 0.5 0.7
C -1.1287 4.0339 -0.3267 1.0 1.5 0.6
N -1.8829 3.3295 0.4644 -0.6 0.0 -1.1
C -3.0679 2.5856 0.0317 -1.1 -0.4 0.3
C -3.0340 1.1085 0.4491 0.1 0.4 0.8
O -1.8990 0.3933 0.0254 -0.4 0.2 -0.3
C -1.7267 0.3441 -1.3820 0.5 0.0 -0.7
C -1.5551 -1.0783 -1.9160 0.4 -0.4 0.2
O -2.5424 -2.0000 -1.4665 0.1 0.5 -0.2
C -3.8348 -1.5311 -1.5526 0.3 -0.4 0.2
C -4.3740 -0.8866 -2.6410 0.7 0.0 -0.7
C -5.6671 -0.4235 -2.5919 -0.3 0.5 -0.6
C -6.4689 -0.5781 -1.4807 -0.6 0.3 0.5
C -7.8914 0.0021 -1.4784 -0.1 -0.6 -0.8
C -8.7144 -0.9070 -2.4617 0.8 0.4 0.4
C -7.8539 1.4067 -2.1216 -0.3 0.4 0.1
C -8.5999 -0.0447 -0.1096 0.1 1.0 -0.1
C -8.2778 1.0888 0.9092 -0.1 -0.3 1.0
C -9.1148 2.3830 0.6839 0.8 0.1 -0.4
C -6.7833 1.4418 1.0565 -0.1 0.4 0.3
C -8.7223 0.5470 2.2992 0.0 0.4 -0.4
C -5.9192 -1.2696 -0.4142 -0.6 -0.1 0.4
C -4.6298 -1.7344 -0.4528 0.3 -0.6 0.8
N -0.0565 4.7361 0.1759 -1.0 -1.1 0.6
H 1.0637 0.5368 3.7615 0.0 -0.2 0.0
H 1.6959 -1.1072 3.4925 0.1 0.1 -0.1
H 1.5024 0.0014 2.1304 -0.1 -0.1 0.2
H 3.8077 0.4063 2.4723 -0.1 0.1 0.0
H 3.2088 -0.7827 4.9147 0.1 0.1 0.0
H 4.3123 2.2244 3.9770 0.0 -0.1 0.3
H 2.9881 1.7521 5.0862 0.1 0.1 -0.1
H 1.4814 2.5969 3.4874 0.0 0.2 0.0
H 3.8189 2.7186 1.7887 -0.2 -0.3 -0.1
H 2.1090 2.2410 1.4243 0.4 0.1 -0.4
H 1.7635 4.8609 2.1299 -0.1 0.0 -0.3
H 3.4617 4.9661 1.7587 -0.1 0.1 -0.1
H 1.0812 3.0111 -0.2505 0.3 0.2 0.5
H 2.0331 3.9274 -2.3636 -0.1 0.0 0.0
H 1.1016 5.4339 -2.0613 0.5 -0.1 0.1
H -0.0405 2.7138 -2.5831 -0.5 0.0 0.3
H -1.5799 3.8558 -4.4990 0.2 -0.1 0.3
H -2.8761 5.2597 -1.6927 0.0 -0.1 -0.3
H -1.6815 3.3112 1.4580 0.1 -0.1 -0.1
H -3.9389 3.0305 0.5307 0.1 -0.1 0.0
H -3.2651 2.6605 -1.0360 0.6 0.4 0.0
H -3.0092 1.0870 1.5474 0.1 -0.2 -0.1
H -3.9940 0.6621 0.1600 0.2 0.0 -0.2
H -0.7931 0.8790 -1.6186 -0.1 -0.1 -0.1
H -2.5131 0.8422 -1.9578 -0.2 0.0 0.4
H -0.5917 -1.4712 -1.5782 -0.2 -0.1 0.1
H -1.4986 -1.0723 -3.0137 -0.1 0.3 0.1
H -3.7892 -0.7341 -3.5440 0.0 0.0 0.1
H -6.0513 0.1047 -3.4573 0.0 -0.1 0.0
H -8.5053 -1.9528 -2.2237 -0.4 0.0 -0.1
H -8.3337 -0.7000 -3.4650 -0.3 -0.3 0.0
H -9.7781 -0.6690 -2.4052 0.1 -0.1 -0.1
H -7.0251 2.0363 -1.7829 -0.1 -0.2 0.1
H -7.7754 1.3420 -3.2096 0.1 -0.1 0.1
H -8.7717 1.9714 -1.9329 0.0 -0.2 0.0
H -8.4867 -1.0116 0.3897 0.2 0.0 -0.3
H -9.6732 0.0414 -0.3212 0.1 -0.1 0.1
H -9.5622 2.7134 1.6242 -0.2 -0.1 -0.2
H -8.4605 3.2045 0.3662 -0.2 -0.1 -0.1
H -9.8709 2.2645 -0.0936 -0.1 0.0 0.3
H -6.7125 2.3844 1.6192 -0.1 -0.1 -0.1
H -6.2575 1.5973 0.1111 -0.1 -0.2 0.1
H -6.2600 0.7037 1.6748 0.0 -0.1 -0.3
H -8.2016 -0.3844 2.5396 -0.3 0.0 0.0
H -8.5094 1.2745 3.0910 0.1 -0.1 -0.1
H -9.8104 0.4318 2.2671 0.1 -0.4 0.2
H -6.4964 -1.4602 0.4841 0.0 0.1 -0.1
H -4.2149 -2.2705 0.3957 0.0 0.1 -0.1
H -0.1183 4.6515 1.1895 0.7 0.3 0.0
O 8.2254 0.0625 -0.3516 -0.2 0.2 0.1
S 7.4287 -0.8530 -1.1066 0.3 -0.5 -0.3
O 6.1340 -0.4775 -1.5890 0.0 0.3 0.1
O 7.3037 -2.2186 -0.2944 0.2 -0.1 -0.2
C 6.8032 -2.1682 1.0541 -0.4 0.1 0.6
C 5.3056 -1.9424 1.0936 -0.2 0.2 -0.1
C 8.3724 -1.4830 -2.4528 0.0 -0.1 0.0
H 7.3322 -1.4073 1.6304 0.1 0.1 -0.2
H 7.0359 -3.1326 1.5032 0.2 -0.1 -0.3
H 5.0492 -0.9525 0.7149 0.0 0.0 0.0
H 4.9339 -2.0202 2.1167 0.1 -0.1 0.0
H 4.7889 -2.6721 0.4691 0.0 0.0 0.0
H 9.3449 -1.7990 -2.0844 0.0 0.0 0.0
H 8.4843 -0.6774 -3.1753 0.0 0.0 0.1
H 7.8338 -2.3145 -2.9005 0.0 0.0 0.0
O 9.3608 -7.6951 1.8620 0.2 0.1 0.1
S 9.6662 -7.8112 0.4697 -0.3 -0.2 -0.4
O 11.0170 -7.7658 0.0076 0.1 0.0 0.2
O 8.8060 -6.7335 -0.3338 -0.1 -0.1 0.0
C 8.9150 -5.3557 0.0647 0.2 0.7 0.1
C 10.2207 -4.7319 -0.3902 0.2 -0.1 0.0
C 8.8912 -9.2500 -0.1856 -0.1 0.0 -0.1
H 8.7868 -5.2605 1.1452 0.0 -0.2 0.0
H 8.0859 -4.8316 -0.4097 -0.1 -0.3 -0.1
H 11.0724 -5.1822 0.1177 0.0 0.0 0.0
H 10.2251 -3.6623 -0.1740 -0.1 0.0 0.0
H 10.3652 -4.8829 -1.4607 -0.1 0.0 0.0
H 7.8540 -9.2708 0.1379 0.0 0.0 0.0
H 9.4276 -10.1122 0.2047 0.1 0.1 0.0
H 8.9634 -9.2242 -1.2698 0.0 0.0 0.0